1.
Density functional theory data (ωB97M-V/def2-TZVPD) for C40H52BaF5N4O3Si2Te as an isolated structure at a distorted geometry.

Last column: Mulliken charge in e.
Positions of all 108 atoms, in Å:
1 Ba 0.166 -0.424 -0.524  1.22
2 O -6.515 -4.349 1.168  -0.51
3 C -5.541 -4.769 0.229  -0.65
4 C -4.414 -3.776 0.174  0.67
5 C -3.647 -3.650 -0.976  -1.15
6 C -2.577 -2.770 -0.963  -0.40
7 N -2.257 -2.032 0.086  0.44
8 C -3.003 -2.124 1.189  0.08
9 C -4.088 -2.998 1.271  -0.72
10 C -2.612 -1.244 2.313  0.35
11 C -3.418 -1.092 3.442  -0.66
12 C -3.008 -0.244 4.458  0.61
13 C -3.874 -0.001 5.662  -0.62
14 O -4.606 -1.175 5.973  -0.52
15 C -1.797 0.417 4.311  -1.26
16 C -1.065 0.213 3.150  -0.54
17 N -1.457 -0.589 2.174  0.30
18 H -7.213 -5.006 1.196  0.29
19 H -5.980 -4.872 -0.770  0.34
20 H -5.132 -5.746 0.519  0.28
21 H -3.870 -4.222 -1.867  0.39
22 H -1.952 -2.651 -1.842  0.54
23 H -4.683 -3.080 2.168  0.41
24 H -4.357 -1.615 3.541  0.42
25 H -4.562 0.825 5.438  0.26
26 H -3.246 0.303 6.507  0.36
27 H -5.181 -0.987 6.717  0.30
28 H -1.423 1.083 5.078  0.46
29 H -0.118 0.711 2.990  0.59
30 C 6.887 -0.841 3.863  -2.17
31 C 6.111 0.474 3.925  2.19
32 C 5.939 0.876 5.397  -1.59
33 C 6.922 1.551 3.191  -1.63
34 C 4.738 0.355 3.279  0.26
35 C 4.248 -0.822 2.732  -0.69
36 C 2.996 -0.828 2.125  -1.13
37 N 2.225 0.246 2.037  0.37
38 C 2.665 1.382 2.588  0.15
39 C 3.907 1.472 3.203  -0.46
40 C 1.766 2.564 2.501  -0.58
41 C 1.912 3.659 3.349  -0.42
42 C 1.096 4.778 3.196  0.72
43 C 0.170 4.737 2.159  -1.21
44 C 0.068 3.588 1.386  -1.00
45 N 0.822 2.518 1.562  0.72
46 C 1.269 5.987 4.104  2.04
47 C 2.600 6.663 3.746  -1.55
48 C 1.295 5.552 5.575  -1.69
49 C 0.135 6.999 3.929  -2.06
50 H 7.871 -0.703 4.314  0.44
51 H 7.031 -1.171 2.834  0.44
52 H 6.376 -1.634 4.411  0.40
53 H 6.915 0.969 5.877  0.45
54 H 5.359 0.126 5.938  0.35
55 H 5.424 1.833 5.492  0.30
56 H 7.916 1.635 3.634  0.45
57 H 6.443 2.528 3.251  0.31
58 H 7.034 1.296 2.137  0.37
59 H 4.824 -1.735 2.722  0.52
60 H 2.620 -1.717 1.630  0.64
61 H 4.242 2.422 3.597  0.52
62 H 2.659 3.634 4.130  0.51
63 H -0.490 5.564 1.945  0.46
64 H -0.654 3.536 0.580  0.14
65 H 3.439 5.985 3.905  0.33
66 H 2.753 7.548 4.367  0.43
67 H 2.609 6.969 2.700  0.35
68 H 2.150 4.915 5.799  0.32
69 H 0.388 5.005 5.836  0.35
70 H 1.362 6.431 6.220  0.47
71 H 0.131 7.430 2.928  0.36
72 H 0.263 7.816 4.640  0.45
73 H -0.838 6.541 4.108  0.43
74 C -3.261 1.520 -2.840  -1.47
75 Si -1.898 1.824 -1.492  0.42
76 C -3.102 2.494 -0.106  -1.33
77 C -1.181 3.526 -2.193  0.71
78 C -2.098 4.552 -2.442  -0.17
79 C -1.747 5.772 -2.990  -0.90
80 C -0.423 6.011 -3.322  -0.77
81 C 0.512 5.021 -3.076  -0.66
82 C 0.169 3.783 -2.512  0.33
83 Si 1.704 2.694 -2.318  0.65
84 C 3.106 3.731 -1.603  -1.31
85 C 2.218 1.853 -3.892  -1.09
86 H -3.919 2.375 -3.014  0.37
87 H -3.889 0.683 -2.525  0.29
88 H -2.813 1.243 -3.797  0.29
89 H -3.737 3.323 -0.427  0.43
90 H -2.602 2.792 0.816  0.23
91 H -3.767 1.669 0.162  0.33
92 H -3.143 4.383 -2.203  0.16
93 H -2.502 6.531 -3.163  0.38
94 H -0.122 6.955 -3.760  0.37
95 H 1.548 5.228 -3.331  0.24
96 H 3.572 4.387 -2.336  0.44
97 H 3.878 3.058 -1.225  0.33
98 H 2.750 4.343 -0.772  0.31
99 H 2.537 2.618 -4.605  0.36
100 H 1.396 1.288 -4.327  0.24
101 H 3.046 1.159 -3.728  0.33
102 F 2.783 -2.819 -2.609  -0.44
103 Te 2.931 -1.322 -1.448  1.62
104 F 1.025 -0.737 -2.624  -0.82
105 F 1.489 1.595 -1.123  0.02
106 F 4.324 -0.832 -2.919  -0.62
107 F 4.448 -2.148 -0.544  -0.52
108 O 1.739 -2.153 -0.280  -1.08

**Highest occupied orbital energy**: -0.123 Eh
**Charge**: -1

2.
Density functional theory data (ωB97M-V/def2-TZVPD) for an isolated molecule of C2H2O2 at a distorted geometry.

Last column: Mulliken charge in e.
Positions of all 6 atoms, in Å:
1 C 0.580 0.896 1.552  0.56
2 C 0.082 0.225 0.321  -0.26
3 O 1.291 1.739 1.874  -0.40
4 O -0.617 0.350 1.628  -0.34
5 H -0.330 0.820 -0.463  0.22
6 H 0.229 -0.837 0.171  0.22

**Structure (SMILES)**: O=C1CO1
**Highest occupied orbital energy**: -0.380 Eh

3.
Density functional theory data (ωB97M-V/def2-TZVPD) for an isolated molecule of C7H9N at a distorted geometry.

Last column: Mulliken charge in e.
Positions of all 17 atoms, in Å:
1 C -0.701 0.475 0.982  -0.45
2 C -0.256 -0.666 1.374  0.23
3 C -0.401 1.357 -0.256  1.13
4 C 0.752 -0.611 -1.280  0.19
5 C -0.855 2.630 -0.358  -1.15
6 C 1.403 -1.242 -2.268  -0.90
7 C -0.216 -1.740 2.199  -1.16
8 N 0.351 0.749 -1.204  -0.22
9 H -1.114 1.138 1.792  0.18
10 H -0.672 3.422 -1.077  0.32
11 H -1.527 2.898 0.478  0.21
12 H 1.286 -0.975 -3.328  0.26
13 H 1.779 -2.297 -2.223  0.24
14 H -0.254 -1.690 3.281  0.36
15 H 0.762 -2.293 1.911  0.27
16 H -1.000 -2.504 1.959  0.26
17 H 0.662 1.346 -1.982  0.24

**Highest occupied orbital energy (spin up / spin down)**: -0.276 / -0.279 Eh

4.
Density functional theory data (ωB97M-V/def2-TZVPD) for C15H21Cl6F3O9 as an isolated structure at a distorted geometry.

Last column: Mulliken charge in e.
Positions of all 54 atoms, in Å:
1 C 3.519 -1.699 0.258  -0.93
2 C 2.837 -1.604 1.601  0.39
3 O 1.472 -1.709 1.308  0.06
4 C 1.326 -2.283 0.163  0.34
5 O 0.232 -2.611 -0.297  -0.74
6 O 2.518 -2.270 -0.557  -0.52
7 F 3.148 -0.365 1.904  -0.31
8 H 4.463 -2.243 0.275  0.48
9 H 3.838 -0.749 -0.171  0.33
10 H 3.171 -2.284 2.385  0.43
11 C 0.204 -0.314 -0.683  -0.43
12 C -0.533 -0.346 0.632  -0.97
13 O -1.261 0.807 0.644  -0.45
14 C -0.891 1.591 -0.393  -0.30
15 O -1.400 2.686 -0.679  -0.61
16 O 0.055 1.018 -1.078  -0.10
17 F 0.365 -0.398 1.541  -0.80
18 H -0.241 -0.973 -1.429  0.46
19 H 1.269 -0.520 -0.577  -0.06
20 H -1.125 -1.259 0.713  2.25
21 C -2.370 2.996 1.029  -0.37
22 C -1.361 2.461 1.980  1.46
23 O -1.924 2.733 3.199  -0.43
24 C -2.991 3.465 3.157  0.53
25 O -3.676 3.795 4.131  -0.62
26 O -3.169 3.900 1.880  -0.42
27 F -0.217 3.097 1.751  -0.34
28 H -3.030 2.195 0.697  0.09
29 H -1.889 3.524 0.206  0.32
30 H -1.180 1.409 1.759  -0.53
31 Cl 4.552 -0.098 -1.301  -0.33
32 C 3.154 -0.378 -2.305  -0.42
33 C 2.111 0.749 -2.252  0.98
34 Cl 2.617 2.386 -2.676  -0.22
35 H 2.614 -1.300 -2.088  0.46
36 H 3.506 -0.533 -3.325  0.69
37 H 1.761 0.915 -1.233  0.23
38 H 1.321 0.545 -2.975  -0.47
39 Cl -2.203 -2.622 3.682  -0.20
40 C -0.762 -3.083 2.609  -0.07
41 C -1.277 -3.544 1.186  -0.24
42 Cl -2.061 -2.109 0.542  -0.28
43 H -0.152 -3.860 3.070  0.43
44 H -0.138 -2.196 2.503  0.01
45 H -1.914 -4.428 1.165  0.49
46 H -0.377 -3.818 0.635  0.13
47 Cl -3.605 0.263 -3.049  -0.18
48 C -2.280 1.214 -2.292  -0.28
49 C -1.074 1.434 -3.237  -0.21
50 Cl -0.308 -0.149 -3.462  -0.25
51 H -2.137 0.652 -1.370  0.23
52 H -2.737 2.151 -1.973  0.44
53 H -0.333 2.179 -2.947  0.23
54 H -1.439 1.582 -4.253  0.60

**Highest occupied orbital energy**: -0.336 Eh

5.
Density functional theory data (ωB97M-V/def2-TZVPD) for C26H26N5SV as an isolated structure.

Last column: Mulliken charge in e.
Positions of all 59 atoms, in Å:
1 V -0.432 -0.226 0.099  0.21
2 C 0.217 -3.086 0.350  -1.34
3 N 1.009 -1.845 0.256  0.85
4 C 1.850 -1.625 1.451  -1.43
5 C 1.586 -0.345 2.220  0.83
6 C 2.498 0.073 3.178  -1.07
7 C 2.187 1.180 3.952  -0.38
8 C 0.985 1.842 3.741  -0.88
9 C 0.150 1.389 2.738  -0.30
10 N 0.450 0.317 1.997  0.53
11 C 1.742 -1.805 -1.019  -0.99
12 C 0.823 -1.542 -2.192  0.63
13 C 1.190 -1.914 -3.475  -1.09
14 C 0.353 -1.579 -4.529  -0.45
15 C -0.826 -0.897 -4.270  -0.85
16 C -1.129 -0.573 -2.960  -0.50
17 N -0.321 -0.892 -1.945  0.72
18 C -1.028 -2.904 1.174  0.96
19 C -1.568 -3.917 1.945  -1.20
20 C -2.774 -3.686 2.592  -0.31
21 C -3.394 -2.454 2.453  -0.90
22 C -2.780 -1.485 1.679  -0.13
23 N -1.620 -1.709 1.055  0.09
24 H 0.824 -3.909 0.740  0.48
25 H -0.089 -3.357 -0.663  0.48
26 H 2.908 -1.671 1.182  0.54
27 H 1.680 -2.452 2.147  0.43
28 H 3.428 -0.462 3.319  0.51
29 H 2.876 1.522 4.713  0.43
30 H 0.706 2.706 4.327  0.46
31 H -0.777 1.891 2.488  0.43
32 H 2.292 -2.738 -1.192  0.50
33 H 2.476 -1.000 -0.958  0.40
34 H 2.115 -2.449 -3.645  0.50
35 H 0.618 -1.852 -5.542  0.45
36 H -1.504 -0.620 -5.064  0.48
37 H -2.027 -0.031 -2.692  0.49
38 H -1.060 -4.868 2.031  0.48
39 H -3.223 -4.461 3.199  0.43
40 H -4.334 -2.238 2.938  0.45
41 H -3.208 -0.499 1.543  0.42
42 C -1.241 4.663 -1.730  -1.67
43 C -0.154 3.665 -1.458  0.70
44 C 0.248 2.770 -2.450  -0.38
45 C 1.244 1.837 -2.213  -0.61
46 C 1.858 1.777 -0.964  -0.52
47 C 1.475 2.673 0.027  -0.65
48 C 0.479 3.605 -0.220  -0.45
49 H -0.919 5.386 -2.481  0.43
50 H -1.521 5.202 -0.827  0.35
51 H -2.137 4.166 -2.105  0.35
52 H -0.226 2.813 -3.424  0.46
53 H 1.559 1.172 -3.009  0.53
54 H 2.691 1.106 -0.789  0.66
55 H 1.977 2.662 0.987  0.58
56 H 0.180 4.297 0.558  0.35
57 S -3.837 3.098 0.570  -0.35
58 C -2.694 2.033 0.209  0.31
59 N -1.851 1.248 -0.042  -0.42

**Spin multiplicity**: 4
**Highest occupied orbital energy (spin up / spin down)**: -0.358 / -0.377 Eh
**Charge**: +1
**<S²>**: 3.761

6.
Density functional theory data (ωB97M-V/def2-TZVPD) for a 3-piece molecular cluster, C3H7O2 overall at a distorted geometry.

Last column: Mulliken charge in e.
Positions of all 12 atoms, in Å:
1 C 1.030 1.489 -1.173  -0.12
2 O 0.984 1.723 -2.366  -0.52
3 H 1.860 1.939 -0.598  0.23
4 H 0.531 0.625 -0.715  0.31
5 H 1.139 -6.901 -1.314  0.00
6 C -1.368 1.736 0.745  -0.87
7 C -0.665 0.911 1.639  -0.11
8 O 0.547 0.565 1.685  -0.73
9 H -2.048 2.464 1.175  0.18
10 H -1.190 1.834 -0.316  0.27
11 H -1.215 0.562 2.540  0.37
12 H 0.394 -6.946 -1.301  0.00

**Highest occupied orbital energy**: -0.081 Eh
**Charge**: -1

7.
Density functional theory data (ωB97M-V/def2-TZVPD) for a 12-piece molecular cluster, C5H37N2O11 overall at a distorted geometry.

Last column: Mulliken charge in e.
Positions of all 55 atoms, in Å:
1 C 2.552 -0.214 1.388  -1.42
2 C 1.484 0.792 0.904  0.14
3 C 0.149 0.234 1.139  -0.35
4 C -1.006 1.275 0.996  -0.08
5 C -2.545 1.999 -0.742  -1.00
6 N -2.052 0.832 0.020  0.10
7 N 1.813 1.402 -0.491  0.06
8 H 3.154 0.356 2.137  0.40
9 H 3.286 -0.384 0.645  0.37
10 H 2.187 -1.041 1.863  0.46
11 H 1.522 1.767 1.587  0.07
12 H 0.142 -0.078 2.200  -0.32
13 H -0.201 -0.692 0.640  -0.08
14 H -1.461 1.299 2.029  0.30
15 H -0.448 2.269 0.945  0.14
16 H -2.536 2.931 -0.097  0.35
17 H -1.985 2.118 -1.581  0.43
18 H -3.587 1.934 -1.018  0.40
19 H -2.909 0.468 0.621  0.45
20 H 1.483 2.407 -0.370  0.45
21 H 1.269 0.990 -1.304  0.19
22 H 2.850 1.344 -0.560  0.44
23 H -2.393 -1.174 2.848  0.34
24 H -1.949 -2.090 1.848  0.27
25 O -1.550 -1.307 2.377  -0.60
26 H -0.259 -1.834 -3.974  0.31
27 H -1.599 -1.286 -3.238  0.37
28 O -0.844 -1.127 -3.873  -0.76
29 H 0.330 -3.488 -1.446  0.39
30 H -0.566 -2.322 -0.967  0.33
31 O 0.109 -2.935 -0.680  -0.73
32 H -1.055 -4.292 1.575  0.31
33 H -1.061 -3.581 0.294  0.51
34 O -1.710 -3.855 1.102  -0.74
35 H 3.644 -0.656 -2.779  0.26
36 H 2.329 0.216 -3.084  0.35
37 O 2.794 -0.392 -2.516  -0.55
38 H 2.226 -3.407 -2.894  0.29
39 H 1.862 -2.063 -2.537  0.36
40 O 1.417 -2.895 -2.840  -0.65
41 H -2.939 -1.888 -1.557  0.38
42 H -2.204 -0.769 -1.097  0.41
43 O -2.039 -1.536 -1.564  -0.71
44 H -0.768 -0.258 5.043  0.26
45 H -0.532 -0.421 3.652  0.42
46 O -0.364 0.122 4.407  -0.57
47 H -0.500 3.036 4.131  0.37
48 H -0.289 1.647 3.797  0.29
49 O -0.001 2.465 3.389  -0.55
50 H 1.267 0.928 -5.003  0.30
51 H 0.398 0.151 -4.063  0.46
52 O 1.015 0.878 -4.119  -0.68
53 H 0.361 4.583 0.474  0.33
54 H 0.679 3.652 1.654  0.42
55 O 1.030 3.890 0.690  -0.67

**Spin multiplicity**: 2
**Highest occupied orbital energy (spin up / spin down)**: -0.594 / -0.594 Eh
**Charge**: +2
**<S²>**: 0.754

8.
Density functional theory data (ωB97M-V/def2-TZVPD) for a 2-piece molecular cluster, C5H8 overall at a distorted geometry.

Last column: Mulliken charge in e.
Positions of all 13 atoms, in Å:
1 C -0.245 -0.767 0.864  -0.63
2 C -1.282 -0.207 -0.129  -0.55
3 C -0.547 0.983 -0.727  -0.41
4 C 0.763 0.948 -0.451  -0.42
5 C 1.160 -0.240 0.288  -0.37
6 H -0.283 -1.845 1.017  0.32
7 H -0.475 -0.328 1.865  0.25
8 H -1.506 -0.971 -0.890  0.23
9 H -2.251 0.072 0.311  0.32
10 H -1.043 1.724 -1.344  0.38
11 H 1.639 1.324 -0.980  0.37
12 H 2.089 -0.384 -0.810  0.15
13 H 1.981 -0.309 0.985  0.36

**Highest occupied orbital energy**: -0.306 Eh